16
Properties=species:S:1:pos:R:3:forces:R:3 method="wB97M-V/def2-TZVPD" de_lowest_kj_mol=122.7 energy_ev=-4329.9607 homo_lumo_gap_ev="12.66 / 4.46" s2=0.753 total_charge=+1 homo_energy_ev="-15.855 / -15.755" multiplicity=2
C -0.3412 0.2804 -1.4686 -1.2 4.1 -0.4
C -1.1323 1.6481 -1.2720 -0.9 -1.7 2.2
H 0.6662 0.5670 -1.5237 1.7 0.1 0.5
H -0.5619 -0.3871 -0.6805 -0.6 -1.5 0.6
H -0.5075 -0.1142 -2.4361 -0.8 -1.2 -0.8
H -0.7606 2.2599 -0.4527 0.7 -0.2 0.3
H -0.9602 2.2758 -2.0948 -0.3 0.6 -1.5
H -2.2153 1.5513 -0.9275 1.2 -0.2 -1.3
C 0.4057 -0.3069 1.5471 -0.7 -0.9 2.2
C 1.1093 -1.6829 1.1915 -0.8 1.2 -3.2
H 1.0994 0.4503 1.7117 1.6 1.1 0.8
H -0.2299 -0.1482 0.6605 -0.5 -0.8 -0.9
H -0.3080 -0.3943 2.3929 0.0 0.7 -0.4
H 0.1811 -2.2320 1.3190 -0.1 -0.8 -0.4
H 1.8585 -1.8153 1.9280 1.1 0.3 0.8
H 1.4901 -1.6460 0.1154 -0.3 -0.9 1.6